Entry from the Open Molecules 2025 dataset: a 10-piece molecular cluster, C16H41N5O21 overall (ωB97M-V/def2-TZVPD).

Expectation value of S²   0.753
Frontier orbital gap (alpha / beta)   2.68 / 6.71 eV
M   639.518 g mol⁻¹
F_max   0.1359 Eh/bohr
Highest occupied orbital energy (alpha / beta)   -0.0198 / -0.1677 Ha
Lowest unoccupied orbital energy (alpha / beta)   2.144 / 2.143 eV
Total charge   -1
Spin multiplicity   2

Each line ends with the Mulliken spin population.
Atoms and positions in Å:
1 C -5.71 -6.82 -18.91  -0.002
2 O -6.58 -5.94 -18.26  -0.005
3 H -4.78 -6.27 -19.04  0.006
4 H -5.52 -7.70 -18.31  0.000
5 H -6.06 -7.17 -19.88  0.001
6 H -7.47 -6.28 -18.19  0.001
7 C -1.49 -6.45 -15.63  0.000
8 O -0.61 -6.70 -14.54  0.000
9 H -0.99 -5.94 -16.46  0.000
10 H -2.04 -7.31 -16.00  0.000
11 H -2.18 -5.71 -15.23  0.000
12 H -0.95 -7.41 -13.99  0.000
13 C -0.09 -8.55 -20.01  0.000
14 N -1.17 -8.92 -20.99  0.000
15 O -0.84 -9.33 -22.13  0.000
16 O -2.24 -8.61 -20.55  -0.001
17 H 0.09 -7.55 -20.39  0.000
18 H 0.76 -9.23 -20.11  0.000
19 H -0.61 -8.52 -19.05  -0.001
20 C -3.09 -0.78 -23.60  0.135
21 N -2.21 -0.89 -22.42  0.442
22 O -2.35 -0.06 -21.55  0.238
23 O -1.55 -1.88 -22.28  0.187
24 H -3.22 0.29 -23.78  0.014
25 H -4.03 -1.26 -23.35  -0.101
26 H -2.58 -1.12 -24.50  0.020
27 C -1.65 -3.58 -19.14  0.100
28 N -1.22 -5.05 -19.08  -0.013
29 O 0.00 -5.34 -19.18  0.003
30 O -2.10 -5.81 -18.75  0.015
31 H -1.48 -3.31 -18.10  -0.011
32 H -2.73 -3.49 -19.23  -0.033
33 H -1.06 -3.02 -19.87  -0.016
34 C -1.08 0.06 -18.30  0.015
35 N -0.20 0.65 -19.38  0.003
36 O -0.06 1.87 -19.48  0.005
37 O 0.35 -0.11 -20.19  -0.006
38 H -1.04 -1.02 -18.40  -0.015
39 H -2.10 0.43 -18.34  0.013
40 H -0.66 0.32 -17.33  0.001
41 C 2.81 -2.52 -18.22  0.000
42 N 1.84 -1.45 -17.80  0.000
43 O 0.84 -1.76 -17.17  -0.001
44 O 2.25 -0.35 -17.97  0.000
45 H 3.22 -2.80 -17.25  0.000
46 H 3.54 -2.18 -18.95  0.000
47 H 2.27 -3.39 -18.57  0.000
48 C 2.64 -8.07 -23.56  0.000
49 O 2.01 -6.89 -23.02  0.002
50 C 0.89 -6.43 -23.68  0.006
51 O 0.17 -7.01 -24.54  0.000
52 O 0.62 -5.24 -23.04  -0.003
53 C -0.68 -4.63 -23.24  0.007
54 H 2.04 -8.91 -23.22  0.000
55 H 3.59 -8.37 -23.12  0.000
56 H 2.65 -8.03 -24.65  0.000
57 H -1.30 -5.31 -23.83  -0.007
58 H -0.79 -3.66 -23.72  -0.001
59 H -1.18 -4.55 -22.27  0.017
60 C -5.28 -3.56 -16.96  0.008
61 O -5.35 -2.24 -16.45  -0.011
62 C -4.25 -1.51 -16.48  0.026
63 O -3.23 -1.74 -17.05  -0.032
64 O -4.50 -0.43 -15.84  -0.012
65 C -3.67 0.68 -15.90  0.001
66 H -5.17 -4.23 -16.11  0.002
67 H -4.86 -3.76 -17.94  0.002
68 H -6.36 -3.76 -16.99  0.001
69 H -2.66 0.39 -15.60  0.001
70 H -3.99 1.50 -15.25  0.000
71 H -3.54 1.03 -16.92  -0.001
72 C -4.43 -0.76 -12.11  0.000
73 O -3.77 -1.86 -12.85  0.000
74 C -2.54 -1.69 -13.39  0.000
75 O -1.82 -0.69 -13.34  0.000
76 O -2.21 -2.88 -14.00  0.000
77 C -1.00 -2.96 -14.88  -0.001
78 H -4.46 0.12 -12.74  0.000
79 H -4.02 -0.54 -11.13  0.000
80 H -5.49 -0.90 -11.91  0.000
81 H -0.25 -2.45 -14.26  0.000
82 H -1.11 -2.45 -15.84  0.001
83 H -0.63 -3.96 -15.10  0.000

=====

Entry from the Open Molecules 2025 dataset: C16H41O13P3S as an isolated structure (ωB97M-V/def2-TZVPD).

Frontier orbital gap   9.39 eV
M   566.480 g mol⁻¹
F_max   0.1473 Eh/bohr
Relative energy (zero: lowest compared OMol25 entry of this formula, charge and spin)   37.19 kcal/mol
Highest occupied orbital energy   -0.3576 Ha
Lowest unoccupied orbital energy   -0.339 eV
Total charge   0

Each line ends with the Löwdin charge.
Atoms and positions in Å:
1 C -2.36 2.61 -1.00  -0.108
2 O -3.45 2.48 -0.11  -0.184
3 C -3.15 1.63 0.97  -0.234
4 C -3.14 0.11 0.60  -0.119
5 C -1.76 -0.57 0.82  -0.204
6 O -1.89 -1.45 1.97  -0.178
7 P -0.49 -1.86 2.61  0.293
8 O 0.23 -2.85 1.84  -0.255
9 O 0.49 -0.59 2.83  -0.119
10 O -0.87 -2.39 4.12  -0.636
11 S 0.45 -3.11 4.88  0.800
12 H -1.88 1.65 -1.28  0.088
13 H -1.59 3.30 -0.62  0.095
14 H -2.75 3.07 -1.92  0.081
15 H -2.23 1.91 1.52  0.122
16 H -3.97 1.76 1.69  0.121
17 H -3.49 -0.07 -0.43  0.121
18 H -3.83 -0.40 1.28  0.115
19 H -0.94 0.15 0.90  0.111
20 H -1.60 -1.22 -0.05  0.127
21 H 0.15 -0.04 3.56  0.094
22 H 1.28 -2.13 5.33  -0.122
23 O 6.31 -8.54 3.49  -0.222
24 P 5.77 -7.25 4.02  0.591
25 O 6.56 -7.08 5.44  -0.207
26 C 7.94 -6.74 5.43  -0.288
27 C 8.16 -5.26 5.16  -0.085
28 O 4.32 -7.78 4.58  -0.223
29 C 3.70 -8.94 4.03  -0.309
30 C 3.94 -10.14 4.92  -0.076
31 O 5.21 -5.69 4.07  -0.205
32 C 4.54 -5.17 2.90  -0.259
33 C 3.09 -5.60 2.82  -0.070
34 H 8.47 -7.35 4.69  0.109
35 H 8.34 -7.00 6.41  0.117
36 H 7.86 -5.00 4.14  0.065
37 H 9.21 -5.00 5.29  0.076
38 H 7.56 -4.66 5.84  0.081
39 H 4.05 -9.13 3.01  0.104
40 H 2.63 -8.74 3.97  0.113
41 H 5.00 -10.29 5.12  0.075
42 H 3.53 -11.05 4.46  0.076
43 H 3.45 -10.00 5.89  0.076
44 H 5.08 -5.46 2.00  0.113
45 H 4.59 -4.08 2.97  0.116
46 H 3.01 -6.64 2.49  0.066
47 H 2.54 -4.99 2.09  0.079
48 H 2.60 -5.52 3.79  0.075
49 O -4.48 5.11 -5.43  -0.220
50 P -3.87 6.47 -5.59  0.592
51 O -2.27 6.19 -5.35  -0.207
52 C -1.54 5.50 -6.37  -0.287
53 C -1.18 6.42 -7.52  -0.084
54 O -4.24 7.11 -4.12  -0.222
55 C -5.35 6.63 -3.37  -0.306
56 C -4.90 5.65 -2.30  -0.072
57 O -3.57 8.00 -6.15  -0.204
58 C -4.67 8.74 -6.73  -0.265
59 C -5.54 9.39 -5.66  -0.075
60 H -2.11 4.63 -6.72  0.109
61 H -0.63 5.12 -5.90  0.117
62 H -2.07 6.73 -8.07  0.066
63 H -0.51 5.92 -8.22  0.077
64 H -0.70 7.32 -7.15  0.082
65 H -6.10 6.17 -4.03  0.104
66 H -5.83 7.49 -2.90  0.113
67 H -4.30 4.85 -2.72  0.062
68 H -5.76 5.22 -1.78  0.081
69 H -4.28 6.17 -1.57  0.080
70 H -5.27 8.09 -7.37  0.114
71 H -4.23 9.51 -7.36  0.116
72 H -6.18 8.66 -5.18  0.064
73 H -6.19 10.15 -6.11  0.080
74 H -4.93 9.86 -4.89  0.089

=====

Entry from the Open Molecules 2025 dataset: C16H42BaO14 as an isolated structure (ωB97M-V/def2-TZVPD).

Frontier orbital gap   5.64 eV
M   595.826 g mol⁻¹
F_max   0.0553 Eh/bohr
Relative energy (zero: lowest compared OMol25 entry of this formula, charge and spin)   0.00 kcal/mol
Highest occupied orbital energy   -0.2921 Ha
Lowest unoccupied orbital energy   -2.311 eV
Total charge   0

Each line ends with the Löwdin charge.
Atoms and positions in Å:
1 Ba -0.31 4.44 1.57  1.943
2 C -1.12 -0.19 0.62  0.009
3 C -0.79 1.14 0.61  -0.352
4 C -0.30 1.79 -0.70  -0.345
5 O 0.04 3.04 -0.68  -0.314
6 C -0.31 1.05 -1.86  0.044
7 C -0.61 -0.34 -1.86  -0.310
8 C -0.97 -1.01 -0.54  -0.315
9 O -1.12 -2.23 -0.47  0.069
10 O -0.64 -1.01 -2.89  0.094
11 O -0.91 1.90 1.65  -0.334
12 H -1.48 -0.60 1.55  0.108
13 H -0.10 1.59 -2.77  0.108
14 C -0.85 -5.64 0.11  -0.165
15 O 0.50 -5.52 -0.30  -0.115
16 H -1.25 -6.61 -0.21  0.073
17 H -0.98 -5.56 1.19  0.066
18 H -1.42 -4.86 -0.38  0.067
19 H 1.05 -6.16 0.16  0.070
20 C -4.70 -2.53 0.47  -0.172
21 O -3.46 -2.67 1.14  -0.133
22 H -5.51 -2.64 1.19  0.073
23 H -4.82 -1.53 0.03  0.067
24 H -4.85 -3.30 -0.29  0.078
25 H -2.77 -2.38 0.52  0.019
26 C -4.20 1.87 1.41  -0.152
27 O -5.12 2.94 1.58  -0.117
28 H -3.74 1.57 2.36  0.067
29 H -4.61 0.96 0.95  0.080
30 H -3.40 2.24 0.77  0.063
31 H -5.83 2.64 2.16  0.076
32 C 1.37 0.99 -5.41  -0.173
33 O 1.43 -0.31 -4.87  -0.112
34 H 2.32 1.22 -5.88  0.078
35 H 0.57 1.09 -6.16  0.076
36 H 1.21 1.74 -4.63  0.045
37 H 0.70 -0.42 -4.25  0.027
38 C -1.74 -0.16 4.31  -0.141
39 O -0.56 0.62 4.13  -0.147
40 H -2.15 0.04 5.30  0.076
41 H -2.49 0.09 3.56  0.058
42 H -1.49 -1.22 4.21  0.072
43 H -0.59 0.99 3.23  0.002
44 C 0.54 -3.18 2.72  -0.117
45 O 1.04 -2.05 2.00  -0.136
46 H 1.17 -4.04 2.53  0.080
47 H 0.55 -2.95 3.79  0.074
48 H -0.48 -3.41 2.40  0.076
49 H 0.27 -1.58 1.65  0.023
50 C 0.98 4.54 -3.58  -0.154
51 O 1.74 3.80 -2.64  -0.156
52 H 0.51 5.41 -3.11  0.072
53 H 1.65 4.93 -4.35  0.082
54 H 0.23 3.92 -4.08  0.074
55 H 1.13 3.53 -1.93  0.008
56 C 3.38 1.43 -0.94  -0.161
57 O 3.93 1.92 -2.15  -0.113
58 H 4.20 1.13 -0.28  0.075
59 H 2.82 2.22 -0.41  0.055
60 H 2.72 0.58 -1.09  0.075
61 H 3.26 2.50 -2.54  0.035
62 C 3.11 3.29 2.34  -0.115
63 O 1.84 2.73 1.96  -0.292
64 H 3.90 2.77 1.80  0.086
65 H 3.11 4.36 2.14  0.076
66 H 3.29 3.15 3.41  0.092
67 H 1.77 1.83 2.30  0.101
68 C 3.55 -2.25 -0.56  -0.175
69 O 2.20 -2.67 -0.61  -0.118
70 H 3.67 -1.41 0.13  0.061
71 H 4.22 -3.05 -0.21  0.071
72 H 3.87 -1.98 -1.56  0.080
73 H 1.82 -2.53 0.26  0.025

=====

Entry from the Open Molecules 2025 dataset: a 4-piece molecular cluster, C16H42BrN3O overall (ωB97M-V/def2-TZVPD).

Frontier orbital gap   8.16 eV
M   372.436 g mol⁻¹
F_max   0.0612 Eh/bohr
Relative energy (zero: lowest compared OMol25 entry of this formula, charge and spin)   48.41 kcal/mol
Highest occupied orbital energy   -0.4685 Ha
Lowest unoccupied orbital energy   -4.591 eV
Total charge   +2

Each line ends with the Löwdin charge.
Atoms and positions in Å:
1 N -2.33 -4.47 0.72  0.297
2 H -1.44 -4.85 1.00  0.142
3 H -3.08 -4.86 1.28  0.151
4 H -2.46 -4.70 -0.26  0.143
5 H -2.15 -3.50 0.90  -0.066
6 Br -1.89 -1.14 0.23  -0.285
7 C 3.98 2.83 2.61  -0.034
8 C 2.67 2.24 3.25  -0.098
9 N 2.98 1.45 4.58  -0.220
10 C 4.04 0.32 4.48  0.021
11 C 3.62 2.36 5.66  -0.135
12 C 3.55 1.79 7.10  -0.049
13 C 1.73 0.74 5.12  -0.089
14 C 0.88 -0.11 4.16  -0.187
15 O 1.71 -0.84 3.28  -0.225
16 C 0.97 -1.53 2.29  -0.134
17 H 3.81 3.70 1.98  0.092
18 H 4.39 1.96 2.10  0.080
19 H 4.79 3.09 3.29  0.069
20 H 2.23 1.55 2.54  0.116
21 H 1.86 2.90 3.54  0.129
22 H 3.83 -0.23 3.56  0.097
23 H 4.01 -0.35 5.34  0.103
24 H 5.06 0.71 4.43  0.104
25 H 2.89 3.16 5.55  0.128
26 H 4.65 2.59 5.37  0.118
27 H 3.87 0.76 7.23  0.075
28 H 2.50 1.71 7.37  0.075
29 H 4.22 2.27 7.82  0.098
30 H 1.11 1.50 5.60  0.139
31 H 2.01 0.09 5.95  0.121
32 H 0.23 0.59 3.64  0.125
33 H 0.21 -0.82 4.64  0.141
34 H 0.24 -2.27 2.61  0.075
35 H 1.54 -1.79 1.40  0.097
36 H 0.39 -0.71 1.88  0.000
37 C -1.51 -1.57 -7.77  -0.092
38 C -2.56 -1.40 -6.65  -0.190
39 C -2.57 0.05 -5.89  -0.031
40 N -3.12 -0.19 -4.44  -0.240
41 C -4.49 -0.84 -4.35  0.030
42 C -3.17 1.21 -3.85  -0.140
43 C -1.77 1.63 -3.43  -0.167
44 C -1.04 0.35 -3.23  -0.177
45 C -2.08 -0.76 -3.44  -0.094
46 H -1.43 -2.61 -8.09  0.080
47 H -0.51 -1.47 -7.35  0.068
48 H -1.54 -0.86 -8.60  0.082
49 H -2.44 -2.18 -5.89  0.086
50 H -3.55 -1.59 -7.06  0.102
51 H -3.16 0.83 -6.37  0.131
52 H -1.57 0.48 -5.79  0.118
53 H -5.11 -0.18 -4.94  0.114
54 H -4.99 -0.98 -3.39  0.113
55 H -4.39 -1.84 -4.77  0.096
56 H -3.85 1.20 -3.01  0.136
57 H -3.63 1.98 -4.47  0.136
58 H -1.62 2.22 -2.53  0.131
59 H -1.41 2.22 -4.28  0.117
60 H -0.52 0.38 -2.27  0.094
61 H -0.24 0.33 -3.97  0.113
62 H -2.62 -0.90 -2.51  0.043
63 H -1.71 -1.67 -3.92  0.126